[1]
Density functional theory data (ωB97M-V with the def2-TZVPD basis set) for a cluster of 4 separate species, C4H16O3S in total at a distorted geometry.

Last column: Mulliken charge in e.
CARTESIAN COORDINATES (ANGSTROEM)
C: 1.1573 -0.1566 -1.9530  -1.47
C: 0.9738 0.2486 -0.5361  0.30
C: -0.3341 1.0208 -0.2585  -0.29
C: -0.2970 1.8626 1.0615  -0.71
S: 0.3074 3.5727 0.8050  -0.26
H: 1.5958 -1.1378 -2.1182  0.41
H: 0.2804 -0.2663 -2.6152  0.31
H: 1.7880 0.5592 -2.4770  0.32
H: 1.7505 0.9301 -0.1846  0.36
H: 1.3386 -0.4905 0.2238  -0.27
H: -1.3283 0.5861 -0.1937  0.15
H: -0.4848 1.8018 -1.0672  0.37
H: 0.3181 1.2986 1.8002  0.29
H: -1.2932 1.9700 1.5301  0.42
H: 1.0045 3.9386 1.8462  0.11
H: 2.5321 -0.8009 2.4080  0.31
H: 1.3558 -1.7561 1.7372  0.30
O: 2.2428 -1.6358 2.0539  -0.65
H: -3.6865 -1.6555 -1.1971  0.30
H: -2.6133 -1.6484 -2.2908  0.29
O: -2.7753 -1.3742 -1.3798  -0.58
H: -0.6155 -1.9137 1.0758  0.29
H: -2.0096 -2.2844 0.6834  0.34
O: -1.2077 -2.6688 1.0460  -0.61

As for the spin multiplicity: 1. As for the HOMO energy: -9.047 eV. As for the SMILES: CCCCS.O.O.O. For the LUMO energy, the calculation gives 0.0128 hartree. For the frontier orbital gap, the calculation gives 9.40 eV. The calculation puts the energy relative to the best compared isomer or geometry (same formula, charge and spin) at 35.1 kcal/mol.



[2]
Density functional theory data (ωB97M-V with the def2-TZVPD basis set) for a cluster of 5 separate species, C4H16O4 in total at a distorted geometry.

Last column: Mulliken charge in e.
CARTESIAN COORDINATES (ANGSTROEM)
C: -2.3034 -1.3434 0.0440  -1.18
C: -1.3306 -2.1192 -0.9063  0.00
C: 0.0444 -1.8513 -0.4742  -0.08
C: 1.0789 -1.6623 -1.2869  -1.14
H: -3.3231 -1.0566 -0.5236  0.26
H: -2.7885 -1.8091 0.8990  0.32
H: -1.7770 -0.4881 0.3808  0.39
H: -1.5125 -1.7456 -1.9572  0.23
H: -1.5211 -3.1662 -0.8348  0.25
H: 0.2806 -1.9695 0.6774  0.25
H: 2.0911 -1.2872 -1.1888  0.51
H: 0.8791 -1.5193 -2.3468  0.21
H: 3.0809 2.5167 3.2936  0.31
H: 2.7980 3.8771 2.6833  0.30
O: 3.3159 3.4331 3.2715  -0.61
H: -2.1642 1.2226 -5.9881  0.33
H: -2.8322 2.5987 -6.4236  0.33
O: -2.3578 2.1499 -5.6501  -0.66
H: 1.1386 -0.0333 5.2917  0.31
H: 1.2143 0.7027 6.7063  0.31
O: 0.8940 0.0122 6.1945  -0.62
H: 1.9848 1.6636 -1.1262  0.31
H: 1.5426 0.4565 -0.3921  0.32
O: 1.5674 1.4179 -0.3434  -0.65

As for the spin multiplicity: 1. As for the HOMO energy: -10.056 eV. As for the SMILES: C=CCC.O.O.O.O. For the LUMO energy, the calculation gives 0.0176 hartree. For the frontier orbital gap, the calculation gives 10.54 eV. The calculation puts the energy relative to the best compared isomer or geometry (same formula, charge and spin) at 60.2 kcal/mol.



[3]
Density functional theory data (ωB97M-V with the def2-TZVPD basis set) for a cluster of 4 separate species, C4H16O4 in total at a distorted geometry.

Last column: Mulliken charge in e.
CARTESIAN COORDINATES (ANGSTROEM)
C: 0.3217 -0.1395 1.5274  -0.26
O: -0.6970 0.7625 1.3193  -0.52
C: 1.6829 0.3893 1.0744  -0.78
C: 1.9839 0.0686 -0.4564  -0.17
C: 2.1180 1.4214 -1.1443  -1.12
H: 0.1472 -0.3942 2.6088  0.32
H: 0.1516 -1.1265 1.0061  0.10
H: -0.8708 0.9729 0.3955  0.35
H: 2.5377 0.1564 1.7821  0.36
H: 1.7674 1.4991 1.2242  0.37
H: 1.2789 -0.6248 -0.9331  0.19
H: 2.9521 -0.5321 -0.6198  0.27
H: 1.2414 1.9919 -0.7537  0.28
H: 1.9417 1.3958 -2.2318  0.34
H: 3.0603 1.9807 -0.8965  0.29
H: -2.8497 -0.0041 1.1527  0.35
H: -3.6533 1.3283 1.4615  0.31
O: -3.5818 0.5535 0.8993  -0.64
H: -0.3704 -0.7737 -1.8546  0.33
H: -1.2855 -0.1932 -3.0440  0.30
O: -1.1850 -0.9246 -2.4368  -0.66
H: -1.5757 -2.1146 -0.1559  0.31
H: -2.9146 -3.0305 -0.2249  0.30
O: -2.2011 -2.6625 0.3004  -0.62

As for the spin multiplicity: 1. As for the HOMO energy: -10.556 eV. As for the SMILES: CCCCO.O.O.O. For the LUMO energy, the calculation gives 0.0161 hartree. For the frontier orbital gap, the calculation gives 10.99 eV. The calculation puts the energy relative to the best compared isomer or geometry (same formula, charge and spin) at 36.9 kcal/mol.



[4]
Density functional theory data (ωB97M-V with the def2-TZVPD basis set) for a cluster of 5 separate species, C4H16O4 in total at a distorted geometry.

Last column: Mulliken spin population.
CARTESIAN COORDINATES (ANGSTROEM)
C: 0.0887 0.1430 -1.6789  0.34
C: 1.0657 0.7279 -0.8516  0.35
C: 1.6483 0.0047 0.2718  0.04
C: -0.3937 0.8255 -2.8818  0.02
H: -0.1613 -0.9124 -1.5880  0.07
H: 1.3254 1.7609 -1.0773  0.01
H: 1.7322 -1.0689 0.1366  0.01
H: 2.6533 0.3400 0.5337  0.01
H: 1.0205 0.1386 1.1703  0.06
H: -0.9613 1.7285 -2.6038  0.04
H: -1.0718 0.2008 -3.4473  0.00
H: 0.4291 1.1693 -3.5059  0.04
H: -0.9096 0.1899 0.8207  0.01
H: -1.2399 -1.0890 0.0795  -0.01
O: -1.5557 -0.5278 0.7976  0.02
H: -0.2631 2.1800 2.7572  0.00
H: 0.3982 2.6022 1.4656  0.00
O: -0.4531 2.3196 1.8228  0.00
H: 0.6808 -3.2177 -1.4053  0.00
H: -0.3972 -3.7212 -0.3995  0.00
O: -0.0565 -2.9282 -0.8503  0.00
H: -1.7024 -0.7311 3.1082  0.00
H: -1.0400 0.3612 3.8595  0.00
O: -0.8366 -0.4959 3.4662  0.00

As for the spin multiplicity: 2. As for the net charge: +1. As for the HOMO energy (alpha / beta): -13.937 / -13.916 eV. For the LUMO energy (alpha / beta), the calculation gives -0.1752 / -0.3002 hartree. Its expectation value of S² is 0.75. For the frontier orbital gap (alpha / beta), the calculation gives 9.17 / 5.75 eV. The calculation puts the energy relative to the best compared isomer or geometry (same formula, charge and spin) at 3.5 kcal/mol.



[5]
Density functional theory data (ωB97M-V with the def2-TZVPD basis set) for a cluster of 3 separate species, C4H17N2O2 in total at a distorted geometry.

Last column: Mulliken charge in e.
CARTESIAN COORDINATES (ANGSTROEM)
C: -0.7765 -0.5466 1.9589  -0.60
N: -2.1771 -0.2721 2.2597  -0.56
C: -0.3209 0.2102 0.7272  -0.83
N: -1.3798 0.1944 -0.3118  -0.01
C: -1.2035 -0.7996 -1.4074  -0.37
C: 0.0650 -0.4970 -2.2271  -1.04
H: -0.0172 -0.4996 2.7408  0.34
H: -0.8018 -1.5945 1.6565  0.35
H: -2.3183 0.6079 2.7591  0.20
H: -2.5470 -1.0060 2.8500  0.24
H: -0.0306 1.2406 0.9514  0.40
H: 0.6329 -0.2045 0.4263  0.34
H: -2.2441 0.0374 0.2389  0.48
H: -1.5342 1.1353 -0.6698  0.37
H: -2.0378 -0.7414 -2.0998  0.38
H: -1.1286 -1.7868 -0.9646  0.30
H: 0.8835 -0.0309 -1.7044  0.38
H: 0.3800 -1.3952 -2.7381  0.34
H: -0.2213 0.2218 -2.9938  0.30
H: 3.5047 0.3618 1.8736  0.31
H: 2.1676 0.6826 2.5135  0.31
O: 2.5877 0.5915 1.6513  -0.61
H: 3.4105 0.8823 -2.6964  0.32
H: 2.5857 1.9491 -2.0557  0.31
O: 2.5210 1.2593 -2.7384  -0.65

As for the spin multiplicity: 1. As for the net charge: +1. As for the HOMO energy: -14.192 eV. For the LUMO energy, the calculation gives -0.1020 hartree. For the frontier orbital gap, the calculation gives 11.42 eV. The calculation puts the energy relative to the best compared isomer or geometry (same formula, charge and spin) at 26.8 kcal/mol.



[6]
Density functional theory data (ωB97M-V with the def2-TZVPD basis set) for a cluster of 4 separate species, C4H17N2O3S in total at a distorted geometry.

Last column: Mulliken charge in e.
CARTESIAN COORDINATES (ANGSTROEM)
C: -0.1508 1.2686 1.9394  -0.33
N: -1.2260 0.1774 2.0239  -0.42
C: -2.4487 0.9404 2.0767  -0.44
N: -3.3141 0.7173 0.9601  -0.57
C: 1.2451 0.4581 1.8745  -0.92
C: 1.9257 0.0816 0.6594  -0.37
S: 0.6889 -0.4762 -0.5120  -0.97
H: -0.3057 1.9706 1.1224  0.33
H: 0.0527 1.8165 2.8630  0.33
H: -1.2658 -0.5035 1.1647  0.21
H: -2.2237 2.1277 2.1103  0.25
H: -3.0327 0.6231 2.9107  0.35
H: -3.8604 -0.0740 0.9921  0.21
H: -2.8475 0.7760 0.1182  0.22
H: 1.2517 -0.2567 2.5802  0.40
H: 2.1727 1.2286 2.3114  0.24
H: 2.5178 0.7225 0.0431  0.32
H: 2.6607 -0.7395 0.8891  0.27
H: 1.5255 -2.9371 -2.1029  0.37
H: 0.6814 -2.6610 -0.8907  0.23
O: 0.8734 -3.3034 -1.5473  -0.66
H: 1.8912 -0.6542 -2.6520  0.38
H: 0.6643 -1.2935 -3.2413  0.34
O: 1.6270 -1.2010 -3.4381  -0.68
H: 0.3222 1.5229 -1.6002  0.28
H: -1.1257 1.9202 -1.9891  0.31
O: -0.2188 2.1639 -2.0927  -0.68

As for the spin multiplicity: 1. As for the net charge: -1. As for the HOMO energy: -3.791 eV. For the LUMO energy, the calculation gives 0.1315 hartree. For the frontier orbital gap, the calculation gives 7.37 eV. The calculation puts the energy relative to the best compared isomer or geometry (same formula, charge and spin) at 36.1 kcal/mol.



[7]
Density functional theory data (ωB97M-V with the def2-TZVPD basis set) for a cluster of 5 separate species, C4H17N2O6 in total at a distorted geometry.

Last column: Mulliken charge in e.
CARTESIAN COORDINATES (ANGSTROEM)
C: -0.6575 -2.3030 -0.0221  -0.70
C: -1.0154 -1.8377 1.4004  -0.38
C: -0.0573 -2.0562 2.5811  -0.87
N: 1.1156 -1.1825 2.5334  -0.57
N: 0.2391 -1.3627 -0.6552  0.04
C: -0.0626 -0.7184 -1.8775  0.56
O: -1.1211 -0.9509 -2.4523  -0.79
O: 0.8988 0.0742 -2.2209  -0.97
H: -0.1478 -3.2712 0.0506  0.24
H: -1.5835 -2.2729 -0.5850  0.37
H: -1.4905 -0.8620 1.5199  0.30
H: -1.8298 -2.5424 1.6544  0.33
H: -0.6453 -2.1908 3.4877  0.30
H: 0.3295 -3.0839 2.4954  0.34
H: 0.9445 -0.2037 2.3955  0.35
H: 1.7168 -1.5937 1.8441  0.27
H: 1.2237 -1.3114 -0.4998  0.24
H: -1.3357 1.1328 -2.8003  0.36
H: 0.0277 1.5859 -2.6571  0.41
O: -0.8884 1.9811 -2.6196  -0.81
H: 0.6911 2.7486 2.3764  0.29
H: -0.8499 2.5739 2.4653  0.33
O: -0.0617 2.8789 2.9203  -0.64
H: 2.6731 0.7669 0.2413  0.24
H: 1.5170 0.9577 -0.9193  0.45
O: 2.0322 1.3360 -0.1577  -0.69
H: -1.0149 2.3361 -0.8828  0.36
H: 0.1520 2.2883 0.0627  0.30
O: -0.7590 2.5973 0.0327  -0.63

As for the spin multiplicity: 1. As for the net charge: -1. As for the HOMO energy: -5.555 eV. For the LUMO energy, the calculation gives 0.1221 hartree. For the frontier orbital gap, the calculation gives 8.88 eV. The calculation puts the energy relative to the best compared isomer or geometry (same formula, charge and spin) at 21.3 kcal/mol.



[8]
Density functional theory data (ωB97M-V with the def2-TZVPD basis set) for a cluster of 3 separate species, C4H17N3O2 in total at a distorted geometry.

Last column: Mulliken spin population.
CARTESIAN COORDINATES (ANGSTROEM)
N: -1.5956 2.0534 1.6712  0.05
C: -1.5483 0.8025 0.9892  0.04
C: -0.2602 0.5386 0.1078  0.02
N: -0.1165 -0.8552 -0.2540  0.53
C: 0.8680 -1.1925 -1.3130  0.02
C: 2.0890 -0.2858 -1.5530  0.05
N: 1.8401 1.0254 -2.1149  0.19
H: -0.9100 2.1728 2.4035  0.00
H: -1.6016 2.8681 1.0735  0.00
H: -2.3994 0.8129 0.3140  0.00
H: -1.6535 -0.0521 1.6556  0.00
H: -0.3858 1.0728 -0.8306  0.01
H: 0.5982 0.9749 0.6570  0.05
H: 0.1418 -1.4421 0.5556  -0.02
H: 1.1410 -2.2343 -1.1200  0.00
H: 0.1952 -1.1947 -2.1860  0.02
H: 2.8195 -0.3598 -0.7556  0.00
H: 2.6808 -0.8093 -2.3447  0.04
H: 2.1313 1.7656 -1.4864  -0.01
H: 0.8763 1.1717 -2.3742  0.00
H: 1.9718 -0.7292 3.1815  0.00
H: 0.4256 -0.7592 2.7297  0.00
O: 1.3046 -1.1130 2.6100  0.00
H: -2.1274 -1.6667 -0.5540  -0.01
H: -3.3987 -0.8259 -0.5184  0.00
O: -3.0861 -1.7390 -0.5440  0.02

As for the spin multiplicity: 2. As for the net charge: +1. As for the HOMO energy (alpha / beta): -13.702 / -13.339 eV. For the LUMO energy (alpha / beta), the calculation gives -0.1098 / -0.3097 hartree. Its expectation value of S² is 0.76. For the frontier orbital gap (alpha / beta), the calculation gives 10.71 / 4.91 eV. The calculation puts the energy relative to the best compared isomer or geometry (same formula, charge and spin) at 18.1 kcal/mol.